# 1
Here is a cluster of 5 separate species, C20H25ClF5N2O12 in total at a distorted geometry from OMol25. Energies are from wB97M-V/def2-TZVPD.

Output
Net charge: +1
Spin multiplicity: 1
E_HOMO: -12.439 eV
ΔE to the lowest compared entry with this formula, charge and spin: 232.26 kcal/mol
E_LUMO: -4.2 eV
Frontier orbital gap: 8.258 eV

Each line ends with the Mulliken charge.
Cartesian coordinates (Å):
F 5.4731 1.1809 1.0436  -0.23
C 4.1435 1.2902 0.3471  0.63
F 3.7545 -0.0164 -0.2941  -0.24
F 4.2463 2.3214 -0.7107  -0.24
C 3.0168 1.5836 1.5008  0.63
F 1.8107 0.7408 1.3270  -0.27
F 3.6456 1.1725 2.8119  -0.30
C 2.5319 3.1449 1.6211  -0.84
C 1.5914 3.6708 0.3742  -0.25
C -0.0013 3.8154 0.7544  -0.88
N -0.8084 2.5437 0.6011  0.32
C -1.0754 1.8265 -0.7307  -0.31
C -2.0319 0.5714 -0.2608  -0.22
N -2.2198 0.6749 1.2650  0.05
C -1.4801 1.8884 1.8188  0.24
Cl -1.4631 2.4507 3.6151  -0.05
H 1.9141 3.2587 2.6363  0.36
H 3.4553 3.8788 1.7399  0.38
H 1.7873 3.0420 -0.6117  0.25
H 1.9706 4.7763 0.1310  0.34
H -0.1085 4.2208 1.8546  0.34
H -0.4639 4.5982 -0.0140  0.31
H -0.6876 2.1363 -1.8066  0.40
H -2.4896 -0.2226 -0.9919  0.37
H -2.7968 -0.0392 1.7721  0.25
C -4.2725 -3.0182 3.3293  -0.18
C -5.0403 -4.1779 2.7831  -0.39
O -5.7916 -3.6040 1.7303  -0.31
C -5.1293 -2.4762 1.3391  0.55
O -5.4037 -1.8266 0.3439  -0.55
O -4.1199 -2.1710 2.2060  -0.30
H -3.2978 -3.3141 3.7269  0.30
H -4.8251 -2.4792 4.1060  0.26
H -4.3876 -4.9541 2.3697  0.23
H -5.7001 -4.6289 3.5295  0.36
C -3.0599 -5.5394 7.5267  -0.33
C -4.1868 -4.5741 7.7041  -0.30
O -4.8336 -4.5941 6.4458  -0.31
C -4.5265 -5.7887 5.8606  0.67
O -5.0503 -6.2124 4.8439  -0.56
O -3.5581 -6.4472 6.5621  -0.30
H -2.8073 -6.0597 8.4547  0.30
H -2.1583 -5.0613 7.1297  0.25
H -4.8973 -4.8975 8.4722  0.27
H -3.8374 -3.5663 7.9448  0.29
C 5.9327 2.1728 -3.6226  -0.08
C 5.1649 1.0130 -4.1688  -0.36
O 4.4137 1.5869 -5.2216  -0.24
C 5.0759 2.7147 -5.6128  0.58
O 4.8016 3.3643 -6.6080  -0.53
O 6.0853 3.0199 -4.7460  -0.33
H 6.9074 1.8768 -3.2250  0.32
H 5.3801 2.7117 -2.8459  0.08
H 5.8176 0.2369 -4.5822  0.27
H 4.5052 0.5621 -3.4225  0.29
C 1.3976 1.3383 -8.0384  -0.36
C 1.4267 1.6993 -6.5887  -0.01
O 0.1550 1.2870 -6.1250  -0.32
C -0.2845 0.3182 -6.9805  0.60
O -1.2676 -0.3773 -6.7869  -0.55
O 0.5200 0.2287 -8.0798  -0.32
H 2.3855 1.0655 -8.4196  0.29
H 0.9844 2.1390 -8.6606  0.25
H 2.1987 1.1524 -6.0371  0.12
H 1.5687 2.7717 -6.4297  0.32

Forces on the atoms, in the same order (eV/Å):
F -4.660 0.358 -3.124
C 1.402 -1.764 -0.570
F 1.892 4.584 1.867
F -0.378 -3.502 3.607
C -0.849 0.232 2.261
F 3.542 2.185 0.269
F -2.072 1.086 -4.038
C -0.205 0.181 0.569
C 0.562 0.509 -0.132
C 0.627 1.177 -0.744
N -2.139 -2.816 1.455
C -3.216 -3.325 5.087
C 3.041 4.678 0.995
N 2.919 3.557 -2.941
C -0.422 -1.831 -4.771
Cl 0.029 -1.230 -4.084
H 1.432 -0.578 -2.184
H -1.740 -1.929 -0.359
H -0.649 1.254 2.134
H -0.983 -2.445 0.516
H 0.069 -0.921 -2.316
H 0.889 -1.685 1.828
H -0.865 -0.572 2.825
H 0.795 1.566 2.093
H 0.677 1.003 -0.308
C 0.422 -0.119 1.279
C -0.244 -1.152 0.614
O 0.595 1.549 -0.666
C -1.296 0.554 -2.154
O 0.885 -1.133 2.163
O -0.190 0.357 -0.833
H -0.086 0.169 -0.171
H 0.026 -0.053 -0.082
H -0.091 0.067 0.070
H 0.120 0.127 -0.420
C 0.944 -0.101 0.688
C -0.141 0.716 1.036
O 0.106 -0.688 -0.814
C -0.848 -1.134 -1.707
O 1.193 0.883 2.288
O -0.920 0.363 -0.743
H -0.046 -0.055 -0.278
H -0.068 -0.041 0.024
H 0.069 0.024 -0.103
H -0.185 -0.119 -0.163
C 0.537 0.105 0.986
C -0.023 -1.118 0.497
O 0.215 0.804 -0.329
C -0.327 1.575 -2.139
O 0.482 -1.546 2.292
O -0.702 -0.154 -0.824
H -0.106 0.191 -0.159
H 0.062 -0.049 -0.107
H -0.061 0.090 0.039
H -0.022 0.061 -0.238
C 0.749 0.458 -0.864
C 0.934 0.613 0.527
O -0.659 -0.622 -0.380
C -2.031 -1.569 0.149
O 2.203 1.580 -0.331
O -0.739 -0.165 0.910
H -0.257 -0.067 0.012
H 0.034 -0.072 0.065
H -0.118 0.093 -0.133
H -0.114 -0.193 0.062

---

# 2
Here is a structure of composition C20H25ClIrN2O at a distorted geometry from OMol25. Energies are from wB97M-V/def2-TZVPD.

Output
Net charge: +2
Spin multiplicity: 6
E_HOMO (spin up / spin down): -12.913 / -14.719 eV
ΔE to the lowest compared entry with this formula, charge and spin: 27.01 kcal/mol
E_LUMO (spin up / spin down): -7.0 / -11.1 eV
Expectation value of S²: 8.788
Frontier orbital gap (spin up / spin down): 5.940 / 3.606 eV

Each line ends with the Mulliken charge.
Cartesian coordinates (Å):
C 0.2619 0.8229 -6.7228  1.06
C 1.6393 1.3833 -7.1003  -1.37
C 0.0383 -0.5172 -7.4353  -1.39
C -0.8282 1.8171 -7.1439  -1.36
Cl 0.1868 0.5670 -4.9559  -0.20
H 0.0822 -0.3792 -8.5257  0.35
H -0.9439 -0.9361 -7.1878  0.37
H 0.8086 -1.2454 -7.1564  0.37
H 1.6989 1.5399 -8.1878  0.35
H 2.4399 0.6907 -6.8163  0.37
H 1.8220 2.3475 -6.6120  0.37
H -0.7931 1.9780 -8.2318  0.35
H -0.6882 2.7889 -6.6566  0.37
H -1.8264 1.4408 -6.8923  0.37
C 1.5664 -1.2801 1.1215  -0.18
C 0.9603 -2.2655 0.2566  -0.77
C 1.1171 -1.7966 -1.1123  -0.59
H 0.5087 -3.1905 0.5876  0.53
C 1.9273 -0.6067 -1.0627  -0.75
C 2.2197 -0.3161 0.2900  -0.21
H 2.8358 0.5049 0.6351  0.47
H 1.5112 -1.2601 2.2019  0.61
H 0.6952 -2.2361 -2.0064  0.63
H 2.2745 -0.0335 -1.9157  0.52
C -1.9507 1.0353 0.4779  -0.17
C -1.9313 -0.1567 1.2700  -0.20
C -2.0958 -1.2780 0.3760  -0.72
H -1.7885 -0.2156 2.3414  0.59
C -2.0516 -0.7605 -0.9819  -0.60
C -1.9965 0.6747 -0.8886  -0.73
H -2.0058 1.3704 -1.7217  0.50
H -1.9296 2.0509 0.8538  0.36
H -2.2486 -2.3031 0.6851  0.53
H -2.0403 -1.3335 -1.8996  0.61
Ir -0.1771 -0.5286 -0.0320  1.08
N 3.7498 2.1369 5.9825  -0.31
C 3.4793 1.6190 4.7509  0.53
O 4.2819 1.0165 4.0399  -0.57
C 2.0694 1.8672 4.3214  0.24
C 1.0544 2.5914 5.0082  -0.68
C -0.2169 2.6299 4.4327  -0.96
C -0.4618 1.9559 3.2137  -0.29
N 0.5034 1.2957 2.5822  0.22
C 1.7298 1.2491 3.1031  -0.04
H 4.6565 1.9804 6.3706  0.25
H 3.0174 2.5483 6.5653  0.15
H 1.2564 3.1181 5.9514  0.31
H -1.0580 3.1546 4.8650  0.45
H -1.4496 1.9544 2.7426  0.43
H 2.4610 0.6778 2.5339  0.70

Forces on the atoms, in the same order (eV/Å):
C 0.087 0.272 -2.064
C 0.125 0.019 0.237
C -0.031 -0.162 0.195
C -0.121 0.062 0.235
Cl -0.037 -0.099 0.819
H 0.008 0.082 0.348
H 0.173 0.085 -0.030
H -0.131 0.139 -0.035
H -0.143 -0.095 0.325
H -0.155 0.111 -0.035
H -0.050 -0.182 -0.066
H 0.091 -0.136 0.330
H -0.010 -0.188 -0.065
H 0.185 0.050 -0.027
C -0.649 -0.867 -0.611
C 1.492 -1.109 0.076
C 0.265 -0.877 0.326
H -0.038 0.109 -0.116
C 0.474 0.610 0.599
C 0.902 0.397 -1.168
H -0.109 -0.057 -0.253
H 0.209 -0.326 -0.154
H 0.419 -0.266 0.075
H -0.174 -0.088 0.097
C -0.586 0.906 -1.097
C -0.092 -1.047 -0.573
C -1.821 -0.045 0.232
H -0.365 -0.075 -0.121
C -0.675 -0.597 0.341
C 0.029 0.768 0.595
H 0.099 -0.187 0.115
H 0.072 -0.138 -0.251
H 0.084 0.080 -0.125
H -0.480 0.023 0.117
Ir 0.972 2.728 1.385
N -0.901 -0.144 -0.661
C 0.357 0.346 1.029
O -0.912 0.442 0.202
C 1.240 -0.740 -0.490
C -2.905 1.484 0.783
C 2.302 0.202 1.473
C -3.868 1.170 0.104
N 4.635 -1.510 -0.126
C -1.707 -1.009 -2.499
H 0.421 -0.018 0.247
H 0.783 -0.343 -0.381
H -0.262 -0.275 -0.653
H 0.116 0.043 0.174
H 0.436 0.197 0.572
H 0.246 0.257 0.569

---

# 3
Here is the molecule C20H25ClN4O from OMol25. Energies are from wB97M-V/def2-TZVPD.

Output
Spin multiplicity: 1
E_HOMO: -8.373 eV
ΔE to the lowest compared entry with this formula, charge and spin: 3.71 kcal/mol
E_LUMO: 0.7 eV
Frontier orbital gap: 9.084 eV

Each line ends with the Mulliken charge.
Cartesian coordinates (Å):
O 5.4237 -0.6883 -1.1388  -0.69
C 4.2457 -0.9726 -1.2009  0.41
N 3.2523 -0.0911 -1.5041  0.02
H 2.3162 -0.3652 -1.2214  0.05
C 3.4457 1.3242 -1.2846  -0.97
H 4.5157 1.5357 -1.2817  0.50
C 2.8087 1.7054 0.0645  -0.90
N 1.5331 1.0199 0.1957  0.60
C 1.1612 0.6795 1.5554  -1.01
C -0.0531 -0.2574 1.5095  -0.41
N -1.1922 0.3117 0.8192  0.22
C -0.7847 0.7631 -0.4986  -1.03
C 0.4348 1.6937 -0.4731  -0.72
H 0.7294 1.9251 -1.4978  0.49
H 0.1795 2.6443 0.0291  0.32
H -1.6282 1.2647 -0.9763  0.57
H -0.5314 -0.1295 -1.0789  0.03
C -1.9207 1.3160 1.5759  -0.94
C -3.2951 1.5221 0.9954  0.20
C -3.9315 2.7580 1.0074  0.41
C -5.2006 2.9243 0.4756  -0.55
C -5.8560 1.8414 -0.0805  -0.40
C -5.2418 0.5999 -0.0997  -0.72
C -3.9767 0.4475 0.4348  -0.23
H -3.4802 -0.5102 0.4227  0.46
H -5.7509 -0.2491 -0.5301  0.39
H -6.8438 1.9702 -0.4957  0.37
H -5.6662 3.8974 0.4998  0.42
Cl -3.1522 4.1446 1.7017  -0.24
H -2.0331 0.9448 2.6007  0.37
H -1.4003 2.2827 1.6316  0.46
H -0.3495 -0.5354 2.5228  0.55
H 0.2303 -1.1666 0.9691  -0.27
H 1.9970 0.1607 2.0305  0.62
H 0.9251 1.5759 2.1564  0.25
H 3.4635 1.3549 0.8658  0.45
H 2.7153 2.7987 0.1494  0.36
H 2.9748 1.8713 -2.1064  0.36
N 3.8378 -2.2815 -0.9952  -0.16
C 2.5420 -2.7798 -0.8496  0.42
C 2.2604 -3.6471 0.2060  -0.64
C 0.9823 -4.1390 0.3874  -0.61
C -0.0358 -3.7784 -0.4803  -0.62
C 0.2449 -2.9484 -1.5521  -0.35
C 1.5236 -2.4573 -1.7470  -0.17
H 1.7437 -1.8516 -2.6124  0.54
H -0.5361 -2.6887 -2.2519  0.39
H -1.0364 -4.1533 -0.3301  0.40
H 0.7782 -4.8026 1.2146  0.38
H 3.0520 -3.9271 0.8865  0.38
H 4.5797 -2.8575 -0.6204  0.25

Forces on the atoms, in the same order (eV/Å):
O 0.380 0.145 0.123
C -0.164 -0.036 -0.174
N -0.152 -0.026 -0.121
H 0.179 -0.019 0.046
C 0.063 0.142 0.102
H -0.119 0.045 -0.061
C 0.068 -0.119 -0.209
N -0.066 0.225 0.187
C -0.198 -0.274 0.074
C 0.259 0.041 0.189
N -0.098 -0.047 0.100
C 0.082 0.194 -0.165
C -0.250 -0.150 -0.051
H -0.033 0.064 -0.035
H 0.060 -0.001 -0.051
H 0.017 -0.036 -0.070
H 0.010 0.072 -0.090
C 0.156 0.012 -0.004
C -0.026 0.154 0.035
C -0.105 -0.228 -0.095
C -0.035 0.031 -0.007
C -0.004 0.045 0.004
C -0.025 -0.051 -0.002
C -0.076 0.062 0.007
H 0.057 -0.097 -0.023
H -0.045 -0.082 -0.039
H -0.088 0.019 -0.040
H -0.013 0.088 0.014
Cl 0.063 0.216 0.089
H 0.085 0.078 -0.009
H -0.067 -0.147 0.075
H -0.006 -0.034 -0.001
H 0.088 -0.015 0.070
H -0.013 0.041 0.022
H 0.057 -0.011 -0.004
H -0.015 0.028 -0.010
H 0.007 -0.043 0.049
H 0.098 0.044 0.062
N 0.431 -0.387 0.058
C -0.423 -0.052 0.036
C 0.067 0.106 -0.057
C -0.036 -0.052 -0.020
C -0.111 -0.038 0.002
C -0.054 -0.013 0.052
C 0.092 -0.110 -0.011
H 0.033 0.062 -0.056
H -0.059 0.025 -0.065
H -0.092 -0.038 0.011
H -0.008 -0.054 0.070
H 0.077 0.020 0.087
H -0.045 0.199 -0.091

---

# 4
Here is a cluster of 5 separate species, C20H25F15O10 in total at a distorted geometry from OMol25. Energies are from wB97M-V/def2-TZVPD.

Output
Spin multiplicity: 1
E_HOMO: -11.061 eV
ΔE to the lowest compared entry with this formula, charge and spin: 31.83 kcal/mol
E_LUMO: 0.6 eV
Frontier orbital gap: 11.707 eV

Each line ends with the Mulliken charge.
Cartesian coordinates (Å):
C -0.0627 -2.2521 -0.3901  -1.17
C -0.6248 -1.4694 0.7866  0.36
O 0.3675 -0.5543 1.2665  -0.32
C 0.4009 0.6398 0.6568  0.37
O -0.3043 0.9499 -0.2532  -0.51
C 1.4558 1.5926 1.1891  0.79
F 1.0183 2.8340 1.3009  -0.22
F 1.8637 1.2164 2.4086  -0.26
F 2.5065 1.5240 0.3671  -0.25
H 0.7109 -2.9471 -0.0518  0.35
H 0.3044 -1.6859 -1.2407  0.35
H -0.8294 -2.9962 -0.6281  0.31
H -0.7726 -2.1364 1.6363  0.28
H -1.6104 -1.0451 0.5979  -0.05
C 3.2955 9.9982 0.5052  -1.10
C 2.3637 9.0088 -0.1784  -0.26
O 2.2401 7.7157 0.3883  -0.26
C 1.2127 7.4013 1.1444  0.15
O 0.4562 8.1953 1.6297  -0.52
C 1.1075 5.8816 1.4098  1.20
F 1.2383 5.6686 2.7354  -0.28
F -0.0896 5.4206 1.0699  -0.26
F 2.0470 5.1914 0.7681  -0.28
H 3.4970 10.8793 -0.0994  0.37
H 4.2431 9.4651 0.6232  0.29
H 2.9490 10.3112 1.4882  0.29
H 2.6507 8.8253 -1.2148  0.35
H 1.4083 9.5199 -0.3280  0.34
C -5.6486 0.7155 1.9941  -1.36
C -4.5940 -0.3666 1.9032  0.41
O -5.1786 -1.6204 2.2747  -0.26
C -4.6548 -2.7788 1.9417  0.37
O -3.7555 -3.0145 1.1973  -0.50
C -5.4514 -3.9393 2.6234  0.88
F -4.5816 -4.9284 2.9120  -0.25
F -6.0878 -3.5851 3.7352  -0.24
F -6.3367 -4.4429 1.7522  -0.25
H -6.2902 0.5244 2.8636  0.39
H -6.3280 0.8582 1.1595  0.33
H -5.1903 1.6368 2.3587  0.36
H -3.7869 -0.1549 2.6009  0.28
H -4.2825 -0.3459 0.8574  -0.14
C -3.3348 -3.2069 -4.6855  -1.18
C -2.1294 -2.4443 -4.0972  -0.03
O -2.4933 -1.0861 -3.8691  -0.34
C -2.9064 -0.7190 -2.6736  0.33
O -2.8913 -1.4175 -1.7030  -0.46
C -3.4079 0.7357 -2.6248  0.88
F -3.9055 1.1542 -3.7945  -0.26
F -4.3334 0.8526 -1.6869  -0.24
F -2.4010 1.5625 -2.3603  -0.24
H -3.0402 -4.2178 -4.9691  0.41
H -3.6685 -2.7000 -5.5897  0.30
H -4.1675 -3.3019 -3.9904  0.30
H -1.3141 -2.4663 -4.8203  0.36
H -1.6619 -2.9405 -3.2471  0.12
C 6.2233 -6.5850 -0.7698  -1.11
C 6.8827 -5.3389 -0.2244  -0.21
O 5.9159 -4.2681 -0.1920  -0.32
C 5.3109 -4.0321 0.9596  0.34
O 5.3098 -4.8134 1.8676  -0.52
C 4.6417 -2.6482 0.9467  0.94
F 3.4932 -2.7010 0.2661  -0.24
F 4.4204 -2.2168 2.1820  -0.24
F 5.4189 -1.7186 0.3643  -0.27
H 5.2789 -6.3357 -1.2532  0.32
H 6.0307 -7.3355 -0.0034  0.30
H 6.7798 -7.1003 -1.5546  0.34
H 7.6179 -4.9457 -0.9290  0.31
H 7.4547 -5.4761 0.6905  0.35

Forces on the atoms, in the same order (eV/Å):
C -0.444 -1.394 0.778
C 0.212 -0.999 -0.110
O 0.308 1.587 0.254
C -0.955 -1.211 -0.071
O -0.247 0.425 -0.440
C 0.516 -0.739 1.038
F -0.133 0.036 -0.458
F 0.178 -0.018 0.075
F 0.148 0.417 -0.142
H 0.468 0.557 0.148
H -0.334 0.150 -0.010
H -0.262 0.471 -0.677
H 0.105 -0.111 -0.099
H 0.350 0.571 -0.261
C 0.689 -1.284 0.356
C -0.858 1.829 -1.361
O 0.678 -0.778 -0.217
C -0.341 1.170 0.496
O -0.217 -0.529 -0.064
C 0.191 -0.013 0.616
F 0.211 0.069 -0.310
F -0.148 0.082 -0.345
F -0.081 0.121 0.046
H -0.279 -0.074 -0.201
H 0.162 0.313 0.224
H -0.140 -0.061 -0.032
H 0.569 -0.142 0.177
H -0.390 -0.527 0.578
C -0.579 0.146 2.033
C -0.330 0.803 -0.982
O -0.521 -0.089 0.386
C -0.391 -0.180 0.034
O 0.367 0.156 -0.050
C 0.712 -0.391 -0.339
F -0.350 0.364 0.130
F 0.049 -0.024 -0.111
F -0.130 0.178 0.101
H -0.101 -0.387 -0.129
H 0.421 -0.032 -0.305
H 0.168 0.235 -0.821
H 0.179 -0.131 -0.177
H 0.605 -0.647 0.181
C 0.539 0.156 0.228
C -0.018 -1.411 -0.616
O 0.115 0.820 -0.500
C 0.214 -0.929 0.252
O -0.256 0.214 0.369
C 0.452 0.348 -0.759
F -0.433 -0.342 -0.040
F -0.262 0.086 0.224
F 0.310 0.008 0.473
H 0.127 0.015 0.043
H -0.081 0.047 0.040
H 0.050 0.172 0.109
H -0.197 0.574 -0.281
H -0.598 0.309 0.516
C -0.225 -0.835 -0.085
C 0.551 0.019 -1.307
O 0.276 0.867 0.200
C 0.612 -1.200 -0.019
O -0.382 0.671 0.404
C 0.221 0.698 0.083
F -0.142 -0.046 0.094
F -0.326 -0.309 0.084
F -0.011 -0.372 -0.137
H -0.065 0.143 0.187
H -0.137 0.155 0.099
H 0.397 0.242 0.137
H -0.122 -0.108 -0.149
H -0.664 0.091 0.408